(1)
{"formula": "C28H29ClI2IrN4O3", "method": "ωB97M-V/def2-TZVPD", "spin_multiplicity": 5, "e_homo_ev": [-8.976, -10.747], "s_squared": 6.08, "homo_lumo_gap_ev": [5.142, 6.849], "charge": 1, "de_lowest_kcal_mol": 13.8, "species": ["Ir", "I", "C", "I", "H", "H", "C", "O", "C", "C", "C", "C", "C", "C", "N", "N", "C", "C", "C", "C", "O", "C", "N", "C", "C", "C", "C", "H", "H", "H", "H", "H", "H", "H", "H", "H", "H", "H", "H", "Cl", "C", "C", "C", "C", "C", "C", "C", "H", "H", "H", "H", "H", "H", "C", "N", "C", "C", "C", "O", "H", "H", "H", "H", "H", "H", "H", "H", "H"], "positions_angstrom": [[1.170, -0.822, 2.571], [1.525, -2.195, 6.294], [1.541, -0.085, 6.349], [0.421, 0.890, 4.823], [2.566, 0.255, 6.265], [1.100, 0.226, 7.287], [-5.403, 4.326, -5.692], [-5.005, 2.995, -5.384], [-3.708, 2.763, -5.118], [-3.372, 1.424, -4.863], [-2.080, 1.073, -4.578], [-1.066, 2.061, -4.536], [-1.416, 3.400, -4.807], [-2.718, 3.750, -5.089], [0.231, 1.810, -4.240], [0.600, 0.568, -4.032], [0.791, 0.056, -2.864], [1.226, -1.333, -2.887], [1.337, -2.079, -1.781], [1.048, -1.519, -0.476], [1.078, -2.204, 0.544], [0.730, -0.067, -0.404], [0.626, 0.445, 0.835], [0.419, 1.752, 0.968], [0.306, 2.602, -0.119], [0.406, 2.086, -1.393], [0.614, 0.713, -1.557], [-6.469, 4.278, -5.888], [-4.885, 4.693, -6.580], [-5.217, 4.995, -4.850], [-4.158, 0.682, -4.910], [-1.823, 0.037, -4.400], [-0.635, 4.148, -4.792], [-2.958, 4.783, -5.292], [1.420, -1.742, -3.870], [1.628, -3.120, -1.814], [0.367, 2.128, 1.981], [0.162, 3.661, 0.041], [0.350, 2.735, -2.252], [3.946, 3.039, -1.264], [3.855, 1.866, 0.009], [3.672, 2.284, 1.321], [3.530, 1.342, 2.321], [3.549, -0.039, 2.036], [3.222, -1.034, 3.059], [3.829, -0.422, 0.707], [3.970, 0.514, -0.296], [3.637, 3.342, 1.548], [3.376, 1.667, 3.343], [3.449, -0.721, 4.075], [3.601, -2.033, 2.853], [3.911, -1.477, 0.473], [4.167, 0.209, -1.316], [-3.028, -2.822, 3.501], [-1.932, -3.749, 3.226], [-2.200, -5.180, 3.131], [-0.705, -3.246, 3.127], [0.458, -4.163, 2.899], [-0.554, -2.006, 3.251], [-3.959, -3.379, 3.533], [-3.085, -2.061, 2.724], [-2.874, -2.319, 4.456], [-3.262, -5.322, 2.956], [-1.929, -5.702, 4.050], [-1.660, -5.622, 2.296], [0.358, -5.096, 3.450], [1.366, -3.649, 3.208], [0.545, -4.388, 1.836]], "forces_ev_per_a": [[0.106, -0.107, 0.119], [-0.022, -0.018, -0.011], [0.006, 0.038, 0.013], [-0.019, -0.026, 0.021], [0.005, -0.013, -0.004], [0.021, 0.020, 0.005], [0.003, 0.003, -0.005], [-0.004, -0.004, -0.002], [-0.017, -0.034, 0.006], [-0.001, 0.018, -0.006], [0.042, -0.006, 0.041], [0.006, 0.021, -0.242], [0.003, -0.029, -0.006], [0.013, 0.026, 0.005], [0.085, -0.050, 0.308], [-0.324, 0.048, -0.089], [0.234, -0.007, -0.062], [-0.020, -0.035, 0.021], [0.023, -0.018, -0.041], [-0.019, -0.031, -0.003], [0.006, 0.054, 0.040], [0.046, 0.015, 0.005], [-0.001, -0.026, 0.008], [-0.041, 0.015, 0.027], [-0.004, -0.004, -0.029], [-0.014, -0.025, 0.034], [-0.013, 0.096, 0.043], [-0.001, 0.003, 0.001], [-0.002, 0.001, 0.002], [0.000, -0.001, 0.000], [-0.004, 0.004, -0.002], [-0.011, 0.000, -0.001], [0.003, -0.004, -0.002], [0.003, -0.003, 0.000], [-0.003, -0.002, 0.002], [0.005, 0.002, 0.000], [-0.001, 0.003, -0.004], [0.001, -0.001, 0.008], [-0.005, -0.010, -0.006], [0.001, 0.004, -0.007], [-0.004, 0.001, 0.009], [0.003, -0.009, -0.016], [0.004, -0.015, -0.001], [-0.001, 0.067, -0.089], [-0.021, 0.000, 0.014], [0.001, -0.020, 0.018], [0.004, 0.013, -0.002], [0.000, 0.001, -0.001], [-0.002, -0.002, -0.001], [0.006, -0.014, 0.013], [-0.006, 0.005, -0.011], [0.001, 0.002, 0.000], [0.000, 0.003, 0.000], [-0.003, -0.008, 0.014], [-0.006, 0.026, -0.004], [0.001, -0.015, 0.000], [0.037, 0.017, 0.069], [0.000, -0.010, -0.014], [-0.100, 0.045, -0.172], [0.001, -0.002, 0.001], [-0.003, -0.003, -0.001], [0.004, -0.001, 0.000], [0.000, -0.001, -0.011], [-0.010, 0.002, 0.001], [0.005, -0.001, 0.007], [0.006, 0.010, 0.007], [0.005, 0.003, -0.013], [-0.010, -0.008, -0.002]], "lowdin_spin": [2.04, 0.02, 0.00, 0.11, 0.00, 0.00, 0.00, 0.07, 0.11, -0.01, 0.09, 0.02, 0.11, -0.01, 0.45, 0.16, 0.01, 0.01, -0.01, 0.02, 0.06, 0.01, 0.07, 0.02, 0.00, 0.01, 0.00, 0.00, 0.00, 0.00, 0.00, 0.01, 0.00, 0.00, 0.00, 0.00, 0.00, 0.00, 0.00, 0.03, 0.09, -0.02, 0.08, 0.03, 0.14, 0.08, -0.01, 0.00, 0.00, 0.01, 0.02, 0.00, 0.00, 0.00, 0.01, 0.00, 0.01, 0.01, 0.09, 0.00, 0.00, 0.00, 0.00, 0.00, 0.00, 0.00, 0.01, 0.00]}

(2)
{"formula": "C5H10", "method": "ωB97M-V/def2-TZVPD", "spin_multiplicity": 1, "e_homo_ev": -7.961, "homo_lumo_gap_ev": 9.129, "de_lowest_kcal_mol": 87.9, "species": ["C", "C", "C", "C", "C", "H", "H", "H", "H", "H", "H", "H", "H", "H", "H"], "positions_angstrom": [[-0.437, 1.826, 0.217], [-0.921, 0.804, -0.781], [0.180, -0.067, -1.268], [-0.325, -1.020, -0.165], [0.629, -1.324, 0.973], [0.543, 1.666, 0.700], [-1.181, 2.074, 0.975], [-0.326, 2.724, -0.407], [-1.295, -0.463, 0.193], [0.075, -0.469, -2.280], [1.216, 0.255, -1.079], [-0.801, -1.901, -0.603], [1.477, -1.912, 0.614], [1.032, -0.408, 1.418], [0.128, -1.892, 1.760]], "forces_ev_per_a": [[0.057, -0.179, 0.054], [0.410, 0.094, -0.076], [0.119, 0.079, -0.146], [-0.821, 0.375, 0.067], [0.005, 0.106, 0.040], [-0.131, -0.085, -0.127], [-0.006, -0.007, -0.061], [-0.048, -0.065, -0.026], [0.584, -0.444, 0.120], [-0.011, 0.095, 0.256], [-0.217, -0.034, -0.013], [0.173, 0.108, 0.033], [-0.066, 0.037, 0.005], [-0.096, -0.124, -0.077], [0.047, 0.045, -0.048]], "nbo_charge": [-0.73, 0.01, -0.51, -0.36, -0.61, 0.18, 0.22, 0.26, 0.26, 0.21, 0.19, 0.24, 0.21, 0.21, 0.21]}